This record from the Open Molecules 2025 dataset describes a 12-piece molecular cluster, C48H132N12O12 overall at a distorted geometry. The level of theory is wB97M-V/def2-TZVPD.

Computed properties:
SMILES: COC[C@H](C)N.COC[C@H](C)N.COC[C@H](C)N.COC[C@H](C)N.COC[C@H](C)N.COC[C@H](C)N.COC[C@H](C)N.COC[C@H](C)N.COC[C@H](C)N.COC[C@H](C)N.COC[C@H](C)N.COC[C@H](C)N
Multiplicity: 1
ΔE to the lowest compared entry with this formula, charge and spin: 70.92 kcal/mol
E: -3467.67354 hartree
Highest occupied orbital energy: -8.66 eV
Orbital gap: 9.11 eV
Lowest unoccupied orbital energy: 0.5 eV

```
204
Properties=species:S:1:pos:R:3:forces:R:3
C -1.9262 -1.1616 4.3910 0.278 0.508 0.072
C -2.2532 0.3352 4.6290 0.042 0.484 -0.166
C -1.6543 1.2525 3.5397 0.569 0.879 0.055
O -1.8431 2.6503 3.8639 -0.762 0.589 -0.075
C -1.1216 3.5461 2.9784 0.291 -1.255 1.356
N -3.6912 0.5369 4.7617 -0.325 0.182 -0.135
H -2.3817 -1.4610 3.4463 0.128 -0.160 -0.061
H -2.2542 -1.8554 5.1653 -0.636 0.472 0.152
H -0.8553 -1.3731 4.3762 0.150 0.393 -0.487
H -1.8227 0.7247 5.5536 0.226 -0.398 0.180
H -2.1152 1.1382 2.5554 0.053 -0.656 -0.129
H -0.5690 1.1495 3.4761 0.045 -0.610 -0.242
H -0.9911 3.0755 2.0028 0.073 0.125 -0.157
H -0.1693 3.6871 3.4945 0.248 0.107 -0.537
H -1.5691 4.5346 2.8822 -0.503 -0.238 0.105
H -4.1335 0.5286 3.8447 0.030 -0.511 -0.028
H -3.8592 1.4986 5.0348 0.183 0.079 0.398
C -4.2425 2.9444 -2.4558 -0.330 0.529 -0.375
C -3.0961 3.8176 -1.9325 -0.149 0.501 0.007
C -3.5370 5.2770 -1.7294 -1.345 0.701 -0.635
O -2.4739 6.1897 -1.5660 0.763 -0.549 1.004
C -2.8575 7.5518 -1.3430 -0.305 -1.199 -1.168
N -2.5928 3.2315 -0.6925 0.023 0.388 0.080
H -5.0590 2.8363 -1.7391 0.068 0.118 0.238
H -3.9616 1.9340 -2.7508 0.360 0.006 0.218
H -4.6782 3.4045 -3.3445 -0.017 0.043 -0.054
H -2.3056 3.8733 -2.6829 -0.121 -0.036 0.258
H -4.2753 5.4444 -0.9374 0.198 -0.595 0.701
H -4.1624 5.5687 -2.5825 0.312 0.076 -0.624
H -3.7232 7.6649 -0.6877 -0.001 -0.199 0.186
H -3.1408 7.8468 -2.3558 -0.065 1.016 0.189
H -2.0101 8.1026 -0.9416 0.017 -0.078 -0.189
H -1.8269 3.8171 -0.3789 0.179 0.029 0.123
H -3.3408 3.4184 -0.0317 0.040 -0.198 0.473
C -6.5511 4.0676 2.3093 -1.266 -0.238 0.095
C -5.5300 2.9288 2.5863 0.070 1.369 -1.709
C -5.9448 1.6445 1.8307 -0.201 -0.366 1.520
O -5.1510 0.5360 2.2294 1.264 0.408 -0.187
C -5.2130 -0.6475 1.4407 -1.251 0.396 0.408
N -4.2522 3.4500 2.0462 0.507 -0.786 0.455
H -7.0313 4.0295 1.3285 0.362 -0.449 -0.289
H -6.1987 5.0981 2.3489 0.726 -0.271 0.322
H -7.4140 4.0457 2.9796 0.086 -0.233 0.282
H -5.4678 2.7824 3.6652 -0.087 -0.460 -0.009
H -5.8911 1.7125 0.7433 -0.274 0.507 -0.050
H -6.9410 1.4396 2.2326 -0.497 0.007 -0.727
H -6.1277 -1.1576 1.7531 0.069 -0.477 -0.078
H -4.3448 -1.2694 1.6485 0.025 0.159 -0.051
H -5.3390 -0.4543 0.3740 0.431 0.191 -0.095
H -3.6455 2.6501 1.8870 -0.053 -0.345 -0.232
H -3.7462 3.8465 2.8310 -0.106 0.506 0.024
C 4.4604 -0.8156 -3.8058 0.184 -0.027 -0.058
C 2.9425 -0.5414 -3.6975 0.984 -1.008 0.008
C 2.2049 -1.3942 -2.6706 -0.009 -0.658 0.441
O 2.3897 -2.7864 -2.8851 -0.658 0.024 -0.147
C 1.5276 -3.3355 -3.8695 0.520 -0.314 -0.377
N 2.7366 0.8534 -3.3929 -0.927 -0.001 0.016
H 4.9089 -0.2449 -4.6223 -0.307 0.164 -0.203
H 4.7973 -1.8379 -3.9807 -0.449 -0.187 0.174
H 4.9699 -0.4360 -2.9201 -0.157 -0.205 0.203
H 2.4535 -0.8436 -4.6272 0.128 0.406 -0.369
H 1.1411 -1.1425 -2.6901 -0.139 -0.030 -0.246
H 2.4722 -1.2728 -1.6181 0.572 0.492 -0.077
H 0.4834 -3.0209 -3.8128 -0.020 0.308 0.328
H 1.5450 -4.4216 -3.7757 0.063 0.004 0.186
H 1.9025 -3.1084 -4.8705 -0.071 0.092 -0.157
H 3.4064 1.4140 -3.9005 0.018 0.210 0.217
H 2.8745 0.9460 -2.3936 0.285 0.576 0.058
C 3.2533 -7.2218 0.4994 0.663 0.595 -0.845
C 2.1591 -6.6691 -0.4169 0.525 0.560 0.731
C 2.1465 -5.1561 -0.3773 -0.117 0.298 -0.830
O 1.9224 -4.6277 0.8955 0.589 -0.014 0.548
C 2.0196 -3.2197 0.9199 -1.083 0.151 -0.136
N 2.4750 -7.1071 -1.8014 -1.250 0.170 0.363
H 4.1083 -6.7092 0.0464 0.547 -0.318 0.114
H 3.4256 -8.2875 0.3572 -0.241 -0.017 0.194
H 3.3205 -6.9082 1.5397 -0.761 -0.142 0.023
H 1.1277 -6.9027 -0.1521 0.133 -0.785 -0.013
H 1.3516 -4.8328 -1.0583 -0.176 0.191 -0.119
H 3.0732 -4.7979 -0.8392 0.331 0.279 0.252
H 1.7890 -2.8584 1.9219 0.354 -0.219 0.149
H 1.2129 -2.8022 0.3101 0.199 0.102 -0.279
H 2.9680 -2.8184 0.5569 0.241 -0.202 0.057
H 3.1957 -6.5339 -2.2239 0.351 0.060 0.317
H 1.6370 -6.8416 -2.3114 -0.084 -0.143 -0.479
C 5.4027 -0.5468 -0.1751 -0.927 0.859 -0.644
C 6.1668 0.7503 -0.6159 -1.071 -1.063 0.705
C 5.4334 1.9923 -0.0249 -0.226 -1.344 -0.025
O 4.0299 1.8776 -0.3243 0.078 0.722 -0.272
C 3.3163 3.0652 0.0488 0.496 -0.131 0.209
N 7.5736 0.6544 -0.1796 -0.607 0.057 -0.206
H 5.2786 -0.6667 0.9026 0.124 0.367 0.146
H 5.7504 -1.5121 -0.5448 0.544 0.279 -0.307
H 4.4125 -0.4000 -0.6113 -0.252 -0.396 0.323
H 6.0315 0.7922 -1.6970 0.580 0.215 -0.103
H 5.8463 2.9228 -0.4164 0.072 0.056 0.036
H 5.5259 1.9333 1.0614 0.238 0.321 0.129
H 2.2439 2.9265 -0.0830 0.143 -0.238 -0.258
H 3.6472 3.9334 -0.5245 0.034 -0.028 -0.233
H 3.4908 3.3036 1.1004 0.059 -0.065 0.150
H 8.0174 -0.0013 -0.8127 0.249 0.192 -0.280
H 7.4698 0.0710 0.6430 0.511 0.275 0.496
C -1.3586 -10.2141 -2.6599 -0.263 -0.096 -0.445
C -0.5652 -8.9194 -2.4290 -0.830 -0.056 -0.208
C -1.4700 -7.7092 -2.2839 -0.603 0.071 -1.193
O -0.7208 -6.5017 -2.4432 -0.148 -0.122 0.883
C -1.5386 -5.3471 -2.4564 -0.016 0.417 -0.366
N 0.2012 -9.1029 -1.2442 0.275 0.152 1.033
H -0.7415 -10.9453 -3.1834 0.048 -0.007 0.009
H -2.2804 -10.1089 -3.2342 0.153 0.313 -0.260
H -1.6905 -10.6847 -1.7334 0.264 0.263 0.280
H 0.1239 -8.6931 -3.2492 -0.324 -0.180 -0.571
H -2.0804 -7.7651 -1.3796 0.433 0.268 0.464
H -2.2075 -7.7254 -3.0932 -0.057 -0.086 -0.282
H -0.9285 -4.4544 -2.3181 0.265 -0.165 0.133
H -2.3260 -5.3121 -1.7011 0.102 -0.372 0.257
H -2.0289 -5.2121 -3.4243 -0.077 -0.261 -0.173
H 0.5488 -10.0510 -1.2166 0.451 0.160 0.125
H 0.9495 -8.4200 -1.2589 0.249 -0.782 0.278
C 6.6229 3.3755 3.4014 -0.205 -0.579 -0.915
C 6.0269 4.3265 4.4064 -0.945 -0.242 -0.122
C 4.5068 4.0587 4.6792 1.794 -0.206 0.947
O 3.7266 4.1759 3.5305 -0.066 0.094 -0.699
C 2.3672 3.8059 3.7236 0.698 0.010 -0.140
N 6.7743 4.1984 5.6704 -0.768 0.663 -0.342
H 7.6899 3.5345 3.2381 -0.023 0.447 -0.102
H 6.0955 3.4292 2.4482 0.158 0.107 -0.086
H 6.5860 2.3263 3.7056 -0.376 -0.044 0.339
H 6.0681 5.3343 3.9897 0.361 0.195 0.304
H 4.2062 4.7277 5.4901 -0.237 0.449 -0.134
H 4.4986 3.0723 5.1571 -0.338 -0.218 -0.707
H 2.3676 2.7813 4.1009 -0.395 0.152 0.199
H 1.8119 3.8218 2.7854 0.507 0.089 -0.243
H 1.8709 4.5454 4.3553 -0.058 -0.217 0.463
H 6.7012 3.2176 5.9119 0.277 -0.103 0.258
H 7.7366 4.3818 5.4177 0.207 -0.106 0.358
C 0.9496 1.9536 6.2317 -0.123 -1.385 -0.197
C 1.9648 1.4013 7.2339 -0.978 0.585 0.556
C 3.3585 1.5256 6.6895 -0.008 0.319 -0.256
O 3.4489 0.9773 5.3819 0.416 -0.435 0.249
C 3.9294 -0.3578 5.3501 -0.106 0.139 -1.102
N 1.8919 2.1253 8.5054 0.283 0.368 0.634
H 0.7841 1.2225 5.4373 0.174 0.028 -0.244
H 1.3088 2.8620 5.7484 -0.453 0.141 0.533
H -0.0207 1.9973 6.7261 0.006 0.662 -0.036
H 1.7365 0.3643 7.4866 -0.023 -0.124 -0.200
H 4.1071 1.1289 7.3774 0.060 -0.184 -0.054
H 3.5523 2.5934 6.5605 0.018 -0.051 0.317
H 4.0556 -0.6169 4.2971 -0.004 0.161 -0.114
H 3.2030 -1.0894 5.7084 0.121 0.070 0.594
H 4.9270 -0.4402 5.7835 -0.156 -0.117 0.476
H 1.9694 3.1299 8.3952 0.451 0.084 -0.424
H 0.9879 2.0639 8.9563 -0.121 -0.627 -0.126
C -1.1037 -1.7078 -0.5276 1.181 0.018 0.149
C -1.2297 -0.2130 -0.3323 -1.007 0.802 -0.149
C 0.1251 0.4898 -0.0180 -0.882 -1.587 0.426
O 0.4989 0.0996 1.2895 0.752 0.051 0.314
C 1.6241 0.8373 1.7513 -0.119 -0.530 0.430
N -1.9604 0.4224 -1.4356 0.369 -0.392 0.062
H -0.3156 -1.9395 -1.2498 -0.088 -0.090 -0.266
H -2.0263 -2.1959 -0.8365 -0.088 0.185 0.140
H -0.7297 -2.0893 0.4242 -0.276 -0.385 -0.021
H -1.9087 -0.1542 0.5217 0.187 0.563 0.311
H 0.1300 1.5813 -0.0359 -0.388 0.093 -0.551
H 0.8002 0.0307 -0.7467 0.519 0.593 -0.151
H 2.5384 0.6637 1.1785 -0.160 0.102 -0.438
H 1.8742 0.5109 2.7617 -0.324 -0.062 0.147
H 1.3866 1.9027 1.7963 0.060 0.055 -0.130
H -1.3882 0.4794 -2.2705 0.081 -0.163 -0.176
H -2.2015 1.3677 -1.1573 0.005 0.286 -0.009
C -1.5376 1.4337 -6.3322 0.081 0.337 0.692
C -0.5469 1.5426 -5.1450 -0.282 -0.202 0.547
C -1.0955 2.4877 -4.0510 0.259 0.316 -0.618
O -1.1665 3.8531 -4.4528 0.165 -0.401 -0.495
C 0.0625 4.4485 -4.8803 -1.035 0.436 0.615
N -0.3356 0.2618 -4.4816 -0.459 -0.832 0.425
H -2.5754 1.3257 -6.0093 0.068 -0.011 0.561
H -1.3918 0.5511 -6.9555 0.542 0.242 -0.230
H -1.5460 2.3735 -6.8841 0.268 -0.203 -0.358
H 0.4819 1.8102 -5.3986 -0.313 0.973 -0.805
H -0.5618 2.4505 -3.0966 0.670 -0.306 -0.129
H -2.1031 2.1759 -3.7737 -0.078 -0.006 -0.421
H 0.3189 4.2195 -5.9151 0.077 -0.251 0.038
H 0.8794 4.2375 -4.1877 0.122 -0.239 -0.077
H -0.1719 5.5104 -4.8035 0.326 0.091 -0.176
H -0.0741 -0.4431 -5.1604 -0.183 -0.098 -0.160
H 0.4975 0.3749 -3.9163 0.122 0.081 0.209
C -2.9754 -2.0989 -3.9335 -0.132 0.226 -1.127
C -4.2512 -1.2454 -3.7960 0.353 -1.333 0.610
C -5.4669 -1.8987 -4.4765 0.418 0.465 -0.122
O -6.6828 -1.1942 -4.2364 0.035 -0.021 -0.376
C -7.8219 -1.8353 -4.8172 0.269 0.065 1.088
N -4.4397 -1.2045 -2.3479 -0.443 0.853 -0.013
H -2.6166 -2.0793 -4.9661 -0.109 -0.249 -0.197
H -3.1244 -3.1318 -3.6194 -0.016 0.078 0.156
H -2.1667 -1.6119 -3.3904 -0.124 -0.135 0.337
H -3.9488 -0.2904 -4.2354 -0.645 0.360 -0.139
H -5.5763 -2.9236 -4.1137 0.108 -0.138 0.110
H -5.2453 -1.9268 -5.5472 -0.176 -0.111 -0.238
H -7.9385 -2.8336 -4.3881 0.210 -0.299 -0.242
H -7.8014 -1.8837 -5.9064 0.154 0.074 -0.058
H -8.7068 -1.3064 -4.4643 0.108 0.331 -0.262
H -3.6738 -0.6128 -2.0304 0.262 -0.140 0.567
H -5.2646 -0.6552 -2.1305 -0.319 -0.087 -0.063
```
Forces are in eV/Å.